75
Properties=species:S:1:pos:R:3:forces:R:3:lowdin_charge:R:1 method="wB97M-V/def2-TZVPD" relative_energy_kcal_mol=10.81 multiplicity=1 e_homo_ev=-1.65 e_tot_ev=-65195.05191 charge=-2
Rb 0.5914 -0.0188 -1.2770 -0.355 -0.754 -0.237 0.77
N 1.5379 1.6674 -4.8026 -0.048 0.055 -0.075 0.03
C 0.5419 2.3043 -4.0738 0.056 -0.004 -0.001 -0.93
S -0.8050 2.9320 -4.9977 0.113 -0.110 0.149 0.42
N 0.7991 2.3676 -2.7962 -0.066 0.196 -0.169 -0.11
N -0.2097 2.9052 -2.0299 0.036 0.177 0.056 -0.04
C 0.1034 3.4547 -0.9173 0.014 -0.017 0.049 -0.13
C 1.3882 3.7388 -0.2230 -0.112 0.053 -0.056 -0.15
C 1.4989 5.0210 0.3150 -0.006 -0.017 -0.027 -0.10
C 2.6035 5.4552 1.0348 0.040 -0.109 -0.017 -0.16
C 3.6414 4.5388 1.2396 -0.046 -0.004 -0.034 -0.15
C 3.5517 3.2493 0.7627 -0.031 0.071 -0.014 -0.05
C 2.4103 2.7589 0.0428 0.000 -0.049 -0.023 -0.46
O 2.3035 1.5316 -0.2605 0.422 0.496 0.347 -0.31
H 1.2033 1.2570 -5.6586 0.016 0.027 -0.001 0.05
H 2.1229 1.0658 -4.2385 -0.018 -0.033 0.007 0.06
H -0.7714 3.8626 -0.4023 0.010 -0.031 0.037 0.10
H 0.6752 5.7114 0.1455 0.003 -0.002 -0.003 0.10
H 2.6582 6.4671 1.4169 0.007 0.007 0.005 0.07
H 4.5270 4.8425 1.7915 0.010 -0.001 0.007 0.08
H 4.3462 2.5321 0.9399 0.003 0.006 0.011 0.09
C -2.8991 -4.7931 0.9674 0.075 -0.023 -0.025 -0.12
C -1.8202 -5.6211 0.6707 0.001 0.030 -0.013 -0.11
C -0.7668 -5.1542 -0.1021 0.042 -0.128 0.030 -0.05
C -0.7831 -3.8490 -0.5758 0.242 0.271 -0.155 -0.24
C -1.8497 -3.0134 -0.2696 -0.094 0.081 0.005 -0.03
C -2.9112 -3.4898 0.4892 0.047 0.035 -0.033 -0.09
N 0.2833 -3.2556 -1.3466 -0.293 -0.071 0.066 0.03
N 0.9137 -4.0733 -2.0280 0.152 0.020 -0.040 0.04
C 1.9779 -3.5478 -2.8535 -0.134 -0.175 0.072 -0.34
C 2.8668 -4.5588 -3.2462 -0.016 -0.023 0.048 -0.10
C 3.9363 -4.2457 -4.0619 0.026 0.039 -0.048 -0.15
C 4.0816 -2.9229 -4.4832 -0.022 -0.075 -0.008 -0.14
C 3.1713 -1.9549 -4.0735 -0.042 -0.072 0.069 -0.19
C 2.0512 -2.2048 -3.2492 -0.008 0.146 0.058 -0.11
H -3.7204 -5.1603 1.5712 0.001 -0.014 0.000 0.09
H -1.7991 -6.6377 1.0462 -0.005 -0.005 0.006 0.09
H 0.0792 -5.7828 -0.3485 -0.018 -0.005 0.009 0.10
H -1.8557 -1.9961 -0.6471 -0.035 -0.021 0.037 0.08
H -3.7458 -2.8340 0.7067 0.006 0.005 -0.010 0.10
H 2.7188 -5.5776 -2.8960 -0.056 0.045 -0.009 0.08
H 4.6376 -5.0131 -4.3715 0.011 0.014 -0.012 0.08
H 4.9016 -2.6613 -5.1483 0.018 0.028 0.042 0.08
H 3.3565 -0.9384 -4.4223 -0.022 -0.011 -0.039 0.05
C -2.7196 -1.1626 3.7343 0.012 -0.029 0.013 -0.07
C -2.5856 0.3573 3.6390 0.018 -0.004 0.020 -0.22
N -1.2277 0.8568 3.7338 0.058 -0.038 -0.033 -0.10
C -0.7534 1.3105 5.0256 -0.051 0.021 -0.022 -0.23
C -0.2564 0.2014 5.9520 -0.003 -0.036 0.005 -0.08
C -0.3802 0.7330 2.6402 -0.052 0.067 -0.091 -0.43
C 1.0248 1.2550 2.7855 -0.007 -0.049 0.020 -0.01
N -0.7176 0.2489 1.5075 0.061 -0.075 -0.098 0.12
H -3.7689 -1.4553 3.6480 0.012 0.001 -0.013 0.07
H -2.3397 -1.5319 4.6884 -0.018 0.012 -0.009 0.06
H -2.1644 -1.6612 2.9391 -0.003 0.018 0.008 0.06
H -3.1623 0.8303 4.4377 0.000 -0.003 0.014 0.11
H -3.0220 0.7043 2.6988 -0.027 0.016 -0.006 0.12
H -1.5744 1.8473 5.5101 0.005 0.022 0.020 0.11
H 0.0396 2.0389 4.8736 0.020 0.002 -0.012 0.10
H -1.0726 -0.4501 6.2697 0.013 0.007 -0.019 0.06
H 0.2038 0.6278 6.8471 -0.016 -0.002 -0.005 0.07
H 0.4873 -0.4140 5.4431 -0.002 0.015 0.014 0.07
H 1.0252 2.3373 2.9384 0.001 -0.003 -0.012 0.09
H 1.5600 1.0538 1.8585 -0.006 0.010 0.007 0.06
H 1.5501 0.7920 3.6248 -0.007 0.007 -0.005 0.08
H -1.6857 -0.0510 1.4434 -0.027 0.013 0.042 0.02
N -2.4459 0.4953 -3.5053 0.120 0.057 0.171 0.16
C -2.7711 0.9262 -2.2660 0.138 -0.008 -0.007 -0.71
O -2.7932 0.2019 -1.2768 -0.096 -0.056 0.017 -0.03
C -3.1183 2.3954 -2.1718 -0.036 -0.023 -0.036 -0.57
I -5.2091 2.6775 -2.6176 0.003 -0.023 0.013 0.68
H -2.0715 -0.4413 -3.5501 0.003 0.008 -0.023 0.11
H -2.0469 1.1854 -4.1559 -0.039 0.021 -0.023 -0.02
H -2.5550 2.9970 -2.8819 -0.033 -0.006 -0.008 -0.02
H -2.9917 2.7351 -1.1522 0.032 0.009 0.000 0.04